The following is a quantum chemistry calculation of a molecular structure, C47H45N4O8P2S2Ta, from the OMol25 dataset.

Calculated values
* HOMO-LUMO gap: 7.184 eV
* E_tot: -113603.098 eV
* net charge: +2
* HOMO: -0.502 Eh

```
109
C47H45N4O8P2S2Ta | the OMol25 dataset | the ωB97M-V functional and the def2-TZVPD basis
Ta 0.126 -1.073 0.317
C 0.549 0.502 3.664
C 1.983 0.275 3.195
P 2.080 -1.271 2.223
C 2.111 -2.593 3.460
C 1.009 -3.385 3.772
C 1.103 -4.336 4.780
C 2.287 -4.498 5.480
C 3.390 -3.708 5.174
C 3.306 -2.762 4.169
C 3.725 -1.285 1.477
C 4.092 -2.408 0.734
C 5.342 -2.476 0.145
C 6.240 -1.425 0.297
C 5.885 -0.309 1.042
C 4.629 -0.235 1.630
P -0.641 0.666 2.275
C -2.234 0.347 3.078
C -2.379 -0.862 3.766
C -3.558 -1.150 4.433
C -4.607 -0.239 4.413
C -4.466 0.963 3.737
C -3.283 1.262 3.076
C -0.565 2.390 1.729
C 0.473 3.220 2.154
C 0.584 4.514 1.664
C -0.339 4.995 0.748
C -1.384 4.182 0.332
C -1.496 2.888 0.813
H 0.460 1.380 4.306
H 0.203 -0.349 4.256
H 2.660 0.182 4.048
H 2.326 1.093 2.564
H 0.079 -3.279 3.237
H 0.245 -4.955 5.008
H 2.357 -5.244 6.260
H 4.317 -3.835 5.716
H 4.177 -2.165 3.929
H 3.400 -3.236 0.619
H 5.621 -3.351 -0.426
H 7.220 -1.482 -0.156
H 6.589 0.501 1.177
H 4.380 0.638 2.219
H -1.579 -1.590 3.781
H -3.656 -2.084 4.970
H -5.525 -0.461 4.940
H -5.272 1.685 3.738
H -3.180 2.222 2.591
H 1.198 2.879 2.879
H 1.392 5.148 2.006
H -0.241 5.994 0.348
H -2.109 4.557 -0.378
H -2.313 2.266 0.472
C 0.271 -0.734 -3.886
N -1.105 -1.037 -3.500
C -1.969 -1.842 -4.207
C -3.106 -1.943 -3.486
N -2.921 -1.190 -2.345
C -1.690 -0.647 -2.366
S -1.030 0.493 -1.218
C -3.859 -1.100 -1.261
C -5.141 -0.655 -1.507
C -6.029 -0.661 -0.439
C -5.586 -1.105 0.794
C -4.268 -1.521 0.924
N -3.405 -1.521 -0.091
H 0.420 -1.077 -4.905
H 0.948 -1.265 -3.220
H 0.435 0.340 -3.838
H -1.690 -2.285 -5.146
H -4.013 -2.495 -3.656
H -5.428 -0.320 -2.494
H -7.048 -0.326 -0.574
H -6.246 -1.139 1.648
H -3.891 -1.880 1.872
O -2.085 -4.148 1.661
C -1.446 -3.404 1.002
O -0.822 -2.298 1.496
C -1.200 -3.501 -0.521
O -1.741 -4.256 -1.255
O -0.295 -2.570 -0.886
C -1.526 1.068 -7.124
C -0.758 1.731 -6.016
C 0.611 1.965 -6.141
C 1.320 2.621 -5.146
C 0.653 3.048 -4.007
C -0.711 2.832 -3.860
C -1.404 2.170 -4.860
S 1.535 3.929 -2.754
O 2.792 4.321 -3.312
O 0.618 4.858 -2.165
N 1.832 2.812 -1.571
C 3.160 2.259 -1.343
C 3.185 0.744 -1.538
C 2.169 0.060 -0.701
O 1.811 -1.161 -0.899
O 1.533 0.640 0.230
H -0.920 0.326 -7.643
H -1.833 1.810 -7.864
H -2.430 0.586 -6.752
H 1.125 1.651 -7.041
H 2.373 2.838 -5.269
H -1.223 3.213 -2.985
H -2.474 2.023 -4.760
H 1.281 3.016 -0.747
H 3.489 2.507 -0.332
H 3.859 2.729 -2.033
H 4.160 0.322 -1.267
H 3.003 0.462 -2.578
```

Atom charges from the Mulliken analysis, given in e for atoms 1 to 4:
1 Ta 1.177
2 C -1.935
3 C -0.901
4 P 1.431